[1]
Here is a cluster of 2 separate species, C7H14NO3 in total from OMol25. Energies are from the ωB97M-V functional and the def2-TZVPD basis.

Each line ends with the Mulliken charge.
Element x y z (Å)
C1 -0.13223 0.40642 0.97077  -0.78
C2 -0.90562 0.64702 -0.33051  -1.08
C3 0.61081 2.59953 1.75793  -1.04
C4 2.21753 0.37798 -0.81994  -1.14
C5 2.12578 1.37221 0.34617  0.79
O1 2.97841 2.21020 0.59019  -0.66
N1 0.98218 1.30536 1.14224  0.11
H1 -0.63468 0.25710 1.92711  0.53
H2 0.04820 -0.65509 0.76723  0.28
H3 -1.98871 0.75258 -0.11367  0.30
H4 -0.82891 0.02424 -1.21066  0.20
H5 -0.41152 2.69732 2.11613  0.38
H6 1.58729 0.71613 -1.64002  0.23
H7 -0.81129 1.68417 -0.70316  0.49
H8 1.38653 2.80747 2.48989  0.31
H9 0.68345 3.34485 0.94897  0.31
H10 3.25538 0.50182 -1.12600  0.34
H11 1.85422 -0.57849 -0.44362  0.39
C6 -1.75159 -2.77226 -1.65088  -0.78
C7 -1.67335 -3.19003 -0.07776  0.58
O2 -2.12812 -2.37695 0.75747  -0.70
O3 -1.10140 -4.28262 0.09855  -0.72
H12 -0.74681 -2.62511 -2.01906  0.18
H13 -2.20748 -1.76883 -1.60207  0.16
H14 -2.40811 -3.45502 -2.17532  0.34

The value obtained for the LUMO energy is 3.21 eV. As for the total charge: -1. Its HOMO energy is -4.07 eV.

***

[2]
Here is the ion C7H14NO3S with charge +1 from OMol25. Energies are from the ωB97M-V functional and the def2-TZVPD basis.

Each line ends with the Mulliken charge.
Element x y z (Å)
C1 -1.29653 0.41588 -0.41816  -0.33
C2 -1.75352 -0.66038 -1.42830  -0.55
C3 -0.62399 -1.67427 -1.58250  -0.99
C4 0.32412 -1.90344 -0.35635  -0.67
C5 -0.08422 -1.13900 0.80153  0.03
C6 -1.02092 0.60214 2.03048  -0.80
C7 2.40615 1.77445 0.81124  -0.72
N1 -0.83972 -0.10114 0.79726  0.13
O1 1.70431 1.94110 -1.88614  -0.54
O2 -0.30179 1.21613 -1.04873  -0.41
O3 1.77780 0.64053 0.19504  -0.28
S1 1.18255 0.77390 -1.37552  0.74
H1 -2.12079 1.08149 -0.27979  0.54
H2 -2.63020 -1.16208 -1.04661  0.39
H3 -2.10722 -0.23495 -2.41653  0.33
H4 -0.94608 -2.63267 -1.84883  0.50
H5 0.10580 -1.36328 -2.26154  0.46
H6 0.17679 -2.87780 0.16535  0.40
H7 1.36929 -1.73106 -0.60539  0.35
H8 0.24096 -1.38571 1.75907  0.57
H9 -0.07994 1.08078 2.19286  0.34
H10 -1.13988 -0.15808 2.76266  0.36
H11 -1.82335 1.41575 1.89165  0.27
H12 3.12625 2.19618 0.13037  0.29
H13 2.71403 1.33081 1.75962  0.31
H14 1.64009 2.55471 1.25724  0.27

The value obtained for the LUMO energy is -4.49 eV. As for the total charge: +1. Its HOMO energy is -13.96 eV.

***

[3]
Here is the molecule C7H14NP from OMol25. Energies are from the ωB97M-V functional and the def2-TZVPD basis.

Each line ends with the Mulliken charge.
Element x y z (Å)
C1 1.68905 2.39990 -0.23702  -0.62
C2 0.52766 1.80767 -0.13655  0.14
C3 0.32099 0.66099 0.79970  -1.22
N1 0.12561 -0.55168 -0.02840  0.28
C4 -1.20202 -1.04575 -0.23690  -0.09
C5 -2.38859 -0.36472 -0.15713  -0.18
C6 -3.71680 -1.03792 -0.31975  -1.02
P1 1.43422 -1.28660 -0.81454  -0.11
C7 2.77259 -1.17471 0.46743  -0.80
H1 2.11222 3.01758 -1.01088  0.28
H2 2.40617 2.06661 0.49818  0.21
H3 -0.33688 2.00053 -0.83200  0.21
H4 -0.55443 0.95729 1.41493  0.36
H5 1.16698 0.68798 1.45183  0.52
H6 -1.20272 -2.12597 -0.59613  0.22
H7 -2.28821 0.70058 0.16285  0.22
H8 -3.92971 -1.55434 0.59832  0.26
H9 -4.41193 -0.16074 -0.59825  0.27
H10 -3.56044 -1.73102 -1.20264  0.28
H11 1.99374 -0.06002 -1.42060  0.03
H12 2.52723 -1.73311 1.41859  0.30
H13 2.77133 -0.11079 0.82839  0.09
H14 3.74393 -1.36177 -0.04943  0.35

The value obtained for the LUMO energy is 1.02 eV. Its SMILES is C=CCN(/C=C/C)PC. As for the total charge: 0. Its HOMO energy is -7.95 eV.

***

[4]
Here is a cluster of 2 separate species, C7H14O in total from OMol25. Energies are from the ωB97M-V functional and the def2-TZVPD basis.

Each line ends with the Mulliken charge.
Element x y z (Å)
C1 1.56511 2.49293 -2.14487  -1.84
C2 0.92998 2.16216 -0.77787  -1.71
C3 1.02295 0.74034 -0.37731  0.21
C4 1.69153 0.33493 0.72637  -1.33
H1 1.17604 1.78589 -2.88041  0.41
H2 1.26565 3.51100 -2.42727  0.98
H3 2.65500 2.48678 -2.09848  0.30
H4 -0.13745 2.44361 -0.90044  0.46
H5 1.36506 2.79445 0.00469  0.63
H6 0.64386 0.00477 -1.08566  0.31
H7 1.67098 -0.69383 1.05724  0.43
H8 2.15832 1.07029 1.37169  0.44
C5 -3.00077 -2.30406 0.69409  -0.93
C6 -1.69863 -2.02177 0.61303  0.56
O1 -1.08552 -2.06599 -0.60511  -0.42
C7 -0.90201 -1.46577 1.76398  -1.27
H9 -3.58464 -2.14317 1.59037  0.27
H10 -3.56791 -2.61989 -0.17267  0.28
H11 -0.18695 -2.41210 -0.47379  0.29
H12 -1.42809 -1.64863 2.69932  0.33
H13 0.04585 -2.01401 1.83734  0.25
H14 -0.59836 -0.43793 1.58575  0.36

The value obtained for the LUMO energy (alpha / beta) is 3.56 / 3.60 eV. As for the total charge: -1. Its HOMO energy (alpha / beta) is 1.53 / -5.18 eV. Its spin multiplicity is 2. The expectation value of S² is 0.75.

***

[5]
Here is a cluster of 2 separate species, C7H14O in total from OMol25. Energies are from the ωB97M-V functional and the def2-TZVPD basis.

Each line ends with the Mulliken charge.
Element x y z (Å)
C1 -2.00944 -1.69824 0.50207  -1.99
C2 -1.03604 -1.30059 -0.58410  1.48
C3 -0.18681 -2.20556 -1.05138  -1.14
C4 -1.02809 0.11994 -1.07731  -1.66
C5 -0.27399 1.06670 -0.16715  -0.84
C6 0.74705 1.80474 -0.57447  0.51
C7 1.52952 2.69817 0.34025  -2.63
H1 -2.43871 -2.65787 0.25429  0.45
H2 -1.50265 -1.72812 1.46854  0.43
H3 -2.84260 -1.00353 0.59974  0.35
H4 -0.23637 -3.26654 -0.80204  0.29
H5 0.52073 -2.04427 -1.85742  0.36
H6 -2.05001 0.46192 -1.23718  0.53
H7 -0.52737 0.13443 -2.04792  0.08
H8 -0.75722 1.22791 0.79089  0.42
H9 1.09403 1.72193 -1.58587  0.55
H10 2.60173 2.48390 0.21421  0.37
H11 1.21132 2.55948 1.36730  0.47
H12 1.47093 3.75488 0.04670  1.14
H13 1.36834 0.00954 1.13536  0.14
H14 2.54007 -0.44541 1.98643  0.34
O1 1.60447 -0.64513 1.81014  -0.65

The value obtained for the LUMO energy (alpha / beta) is 3.75 / 3.59 eV. As for the total charge: -1. Its HOMO energy (alpha / beta) is 1.26 / -5.96 eV. Its spin multiplicity is 2. The expectation value of S² is 0.75.

***

Which E_tot belongs to each record? In order, -15119.4707; -25944.5324; -18262.4298; -9530.3661; -9531.1015 eV.
Which energy relative to the best compared isomer or geometry (same formula, charge and spin) belongs to each record? In order, 0.924; 0.284; 0.046; 1.163; 0.428 eV.